Here is the ion C4H10N2O2 with charge +1 from the OMol25 dataset. Energies are from ωB97M-V/def2-TZVPD.

The LUMO energy (alpha / beta) comes out at -3.57 / -8.42 eV. For the HOMO energy (alpha / beta), the calculation gives -13.39 / -13.38 eV. For the energy above the lowest of the compared OMol25 structures with the same formula, charge and spin, the calculation gives 207.6 kJ/mol. The calculation puts the maximum force at 0.054 Eh/bohr. The HOMO-LUMO gap (alpha / beta) is 0.361 / 0.182 Eh. Its energy is -11375.9598 eV.

Geometry as ORCA input:
```
! RIJCOSX wB97M-V def2-TZVPD def2/J DEFGRID3
* xyz 1 2
N -2.2345 1.3192 1.6620
C -1.6535 0.2519 0.8527
C -0.8806 0.8271 -0.3384
N 0.4991 0.4989 -0.2633
C 0.8175 -0.8499 -0.8561
C 2.1779 -1.4286 -0.5744
O 3.1533 -0.5599 -0.9799
O 2.4440 -2.5305 -0.2048
H -2.8183 1.1522 2.4708
H -1.7197 2.2027 1.5670
H -2.3514 -0.6016 0.7765
H -0.9639 -0.2276 1.5925
H -1.2536 0.3472 -1.2923
H -1.2422 1.8953 -0.4728
H 1.1345 1.2031 -0.6454
H 0.7301 -0.8566 -1.9475
H 0.1577 -1.5852 -0.3960
H 4.0039 -1.0576 -0.9505
*
```

=====

Here is the molecule C4H7N3O from the OMol25 dataset. Energies are from ωB97M-V/def2-TZVPD.

The LUMO energy comes out at 0.05 eV. For the HOMO energy, the calculation gives -9.06 eV. For the energy above the lowest of the compared OMol25 structures with the same formula, charge and spin, the calculation gives 423.7 kJ/mol. The calculation puts the maximum force at 0.125 Eh/bohr. The HOMO-LUMO gap is 0.335 Eh. Its energy is -10775.3558 eV. The SMILES is [H]/N=C(C=C)\C(O)=N\N.

Geometry as ORCA input:
```
! RIJCOSX wB97M-V def2-TZVPD def2/J DEFGRID3
* xyz 0 1
H -0.4858 2.2807 -1.6364
N 0.2752 2.2772 -0.9480
C 0.1108 1.3499 -0.0989
C 1.3703 0.8235 0.7726
C 1.3306 0.2843 1.9905
C -0.4495 -0.0183 -0.2172
O -1.3829 -0.3113 0.7040
N -0.2687 -0.7717 -1.2837
N -1.2057 -1.8035 -1.3449
H 2.2641 1.3477 0.4473
H 0.5206 -0.3491 2.3330
H 2.1824 0.3748 2.6574
H -1.8171 -1.1081 0.3277
H -0.6973 -2.6797 -1.4953
H -1.7470 -1.6965 -2.2081
*
```

=====

Here is a structure of composition C42H54N3OP2SSbSr from the OMol25 dataset. Energies are from ωB97M-V/def2-TZVPD.

The LUMO energy comes out at -4.63 eV. For the HOMO energy, the calculation gives -12.19 eV. For the energy above the lowest of the compared OMol25 structures with the same formula, charge and spin, the calculation gives 120.9 kJ/mol. The calculation puts the maximum force at 0.052 Eh/bohr. The HOMO-LUMO gap is 0.278 Eh. Its energy is -87724.4564 eV.

Geometry as ORCA input:
```
! RIJCOSX wB97M-V def2-TZVPD def2/J DEFGRID3
* xyz 2 1
Sr -0.3053 -0.4452 -0.0998
C 0.0402 0.8606 -4.4951
C 0.1716 -0.2009 -3.4468
O -0.4490 -0.1577 -2.3624
N 0.9712 -1.2318 -3.7385
C 1.1890 -2.3712 -2.8488
C 2.3905 -2.1676 -1.9515
C 3.5711 -2.8512 -2.1859
C 4.6763 -2.5858 -1.3883
C 4.5682 -1.6261 -0.3974
C 3.3522 -0.9901 -0.2267
N 2.2701 -1.2570 -0.9693
H -0.4885 1.7111 -4.0847
H -0.5271 0.4650 -5.3395
H 1.0205 1.1723 -4.8592
H 1.4811 -1.2034 -4.6059
H 1.3164 -3.2621 -3.4560
H 0.2876 -2.5013 -2.2557
H 3.6252 -3.5832 -2.9848
H 5.6075 -3.1153 -1.5478
H 5.4092 -1.3740 0.2365
H 3.2318 -0.2211 0.5284
C 3.6371 1.4203 6.0992
S 2.2540 2.5116 6.4997
C 2.5046 3.8347 5.2700
C 1.5505 3.8156 4.0718
C 1.5889 2.4899 3.3285
N 0.5219 2.3565 2.2927
P 1.1282 2.3436 0.6500
C 2.2050 3.8203 0.6097
C 1.6488 5.0940 0.7453
C 2.4739 6.2043 0.8278
C 3.8570 6.0497 0.7819
C 4.4127 4.7870 0.6357
C 3.5850 3.6735 0.5452
C -0.2428 2.9472 -0.4120
C 0.1636 3.2255 -1.7210
C -0.7127 3.8067 -2.6198
C -2.0251 4.0762 -2.2411
C -2.4469 3.7710 -0.9581
C -1.5561 3.2182 -0.0438
P -0.7676 1.2602 2.5931
C -1.6594 2.0608 3.9669
C -2.6982 2.9359 3.6404
C -3.3103 3.7036 4.6194
C -2.8887 3.6041 5.9387
C -1.8646 2.7282 6.2740
C -1.2546 1.9549 5.2946
C -0.0179 -0.2343 3.3494
C 1.2025 -0.7283 2.8658
C 1.6984 -1.9553 3.3000
C 0.9803 -2.7079 4.2181
C -0.2280 -2.2281 4.7065
C -0.7313 -1.0106 4.2666
H 3.6514 0.6441 6.8637
H 4.5770 1.9698 6.1386
H 3.5137 0.9552 5.1179
H 3.5448 3.7715 4.9424
H 2.3829 4.7690 5.8133
H 1.8344 4.6291 3.4014
H 0.5276 4.0052 4.4102
H 1.4768 1.6939 4.0617
H 2.5700 2.3653 2.8577
H 0.5726 5.2203 0.7866
H 2.0416 7.1930 0.9340
H 4.5023 6.9166 0.8581
H 5.4896 4.6699 0.5916
H 4.0170 2.6864 0.4176
H 1.1899 3.0301 -2.0176
H -0.3729 4.0710 -3.6144
H -2.7119 4.5343 -2.9425
H -3.4653 3.9914 -0.6567
H -1.8810 3.0259 0.9628
H -3.0431 3.0162 2.6179
H -4.1170 4.3763 4.3541
H -3.3583 4.2093 6.7053
H -1.5282 2.6523 7.3020
H -0.4423 1.3010 5.5824
H 1.7883 -0.1275 2.1726
H 2.6590 -2.3093 2.9406
H 1.3643 -3.6620 4.5584
H -0.7831 -2.8076 5.4350
H -1.6834 -0.6584 4.6455
C -3.3456 -5.5461 -0.7313
C -3.4693 -4.0457 -1.0215
Sb -1.9464 -2.8187 -0.1509
C -0.2613 -4.1709 0.0593
C -0.2978 -5.0925 1.2843
C -2.6034 -2.6765 1.8950
C -3.4412 -3.8431 2.4267
H -4.1539 -6.0872 -1.2279
H -3.4134 -5.7663 0.3339
H -2.4063 -5.9568 -1.1054
H -4.4100 -3.6338 -0.6497
H -3.4326 -3.8465 -2.0926
H 0.6496 -3.5637 0.0740
H -0.2300 -4.7529 -0.8647
H -0.3429 -4.5262 2.2154
H 0.6022 -5.7122 1.3210
H -1.1542 -5.7659 1.2515
H -3.1670 -1.7445 1.9565
H -1.7057 -2.5410 2.4948
H -4.3302 -4.0198 1.8190
H -3.7821 -3.6253 3.4421
H -2.8686 -4.7686 2.4682
*
```

=====

Here is the ion C5H6N with charge +1 from the OMol25 dataset. Energies are from ωB97M-V/def2-TZVPD.

The LUMO energy comes out at -6.96 eV. For the HOMO energy, the calculation gives -15.10 eV. For the energy above the lowest of the compared OMol25 structures with the same formula, charge and spin, the calculation gives 625.5 kJ/mol. The calculation puts the maximum force at 0.088 Eh/bohr. The HOMO-LUMO gap is 0.299 Eh. Its energy is -6758.6942 eV. The SMILES is C/C=C/[N+]1=C=C1.

Geometry as ORCA input:
```
! RIJCOSX wB97M-V def2-TZVPD def2/J DEFGRID3
* xyz 1 1
C 2.1491 -0.2690 0.1452
C 0.8504 0.3914 -0.1627
C -0.4029 -0.3108 0.2101
N -1.7146 0.0381 0.1607
C -3.1031 -0.3472 0.5210
C -2.7762 0.7011 -0.3395
H 3.1098 0.2087 -0.1385
H 2.1225 -1.1510 -0.4922
H 2.1854 -0.7974 1.0422
H 0.7711 1.2879 -0.7774
H -0.0948 -1.1224 0.9209
H -3.0968 1.3707 -1.0896
*
```